1.
Computed, not measured: a structure of composition C7H9AsN2ReS7Sb, with ωB97M-V/def2-TZVPD.

Values from the calculation:
HOMO energy (spin up / spin down): -15.8 / -15.8 eV
orbital gap (spin up / spin down): 5.385 / 5.396 eV

ORCA input file:
```
! wB97M-V def2-TZVPD RIJCOSX def2/J DEFGRID3
* xyz 2 1
Re 0.557 0.181 0.544
S -1.339 -0.883 1.389
C -1.408 -2.467 0.785
C -2.537 -3.263 1.137
N -3.432 -3.905 1.461
C -0.402 -2.930 -0.034
S 0.890 -1.903 -0.435
C -0.405 -4.235 -0.605
N -0.365 -5.284 -1.071
S -0.228 3.836 -2.243
Sb 1.084 3.327 -0.497
S 1.623 0.878 -1.225
S -0.728 1.929 0.767
S 2.592 4.062 0.849
C 3.358 -1.095 4.857
As 2.478 -1.651 3.245
C 0.913 -2.665 3.669
C 3.667 -2.649 2.117
S 2.048 0.305 2.264
H 3.713 -1.989 5.374
H 2.649 -0.559 5.486
H 4.204 -0.454 4.611
H 1.223 -3.450 4.362
H 0.514 -3.123 2.767
H 0.169 -2.030 4.149
H 4.074 -3.473 2.705
H 4.473 -2.000 1.780
H 3.120 -3.047 1.265
*
```

---

2.
Computed, not measured: the molecule C8H12S2, with ωB97M-V/def2-TZVPD.

Values from the calculation:
HOMO energy (spin up / spin down): -8.7 / -7.5 eV
orbital gap (spin up / spin down): 8.639 / 7.441 eV

ORCA input file:
```
! wB97M-V def2-TZVPD RIJCOSX def2/J DEFGRID3
* xyz 0 1
C -2.060 -0.826 0.415
C -1.211 -1.923 0.818
C -1.688 0.367 -0.045
C 0.053 -2.200 0.673
C -0.217 0.852 0.045
C 0.744 0.067 -0.833
C 0.571 1.107 1.325
C 2.224 0.216 -0.777
S -0.148 2.716 -0.602
S 0.085 -0.329 -2.473
H -3.166 -0.942 0.322
H -1.693 -2.692 1.391
H -2.412 1.043 -0.300
H 0.727 -2.988 1.045
H -0.120 1.488 2.012
H 1.439 1.790 1.205
H 0.912 0.178 1.816
H 2.375 1.354 -0.743
H 2.544 -0.333 -1.557
H 2.448 -0.269 0.193
H -0.534 2.472 -1.867
H -0.873 -1.148 -2.062
*
```

---

3.
Computed, not measured: a structure of composition C37H35CaNO7Te, with ωB97M-V/def2-TZVPD.

Values from the calculation:
HOMO energy: -8.3 eV
orbital gap: 7.605 eV

ORCA input file:
```
! wB97M-V def2-TZVPD RIJCOSX def2/J DEFGRID3
* xyz 0 1
Ca 0.263 0.283 -0.225
O 2.625 -1.614 3.234
C 1.772 -1.036 2.394
O 1.979 0.052 1.905
C 0.545 -1.823 2.119
C 0.208 -3.002 2.771
C -0.984 -3.620 2.410
C -1.782 -3.051 1.434
C -1.360 -1.864 0.829
N -0.229 -1.287 1.180
C -2.127 -1.136 -0.282
O -2.851 -2.133 -0.997
O -1.300 -0.473 -1.090
H 3.422 -1.068 3.338
H 0.862 -3.417 3.521
H -1.282 -4.541 2.892
H -2.702 -3.518 1.115
H -2.665 -1.965 -1.929
O -0.066 2.170 -0.959
C 0.751 2.519 -2.091
C 1.878 1.386 -2.257
O 2.683 1.543 -3.151
O 1.811 0.463 -1.411
C 1.415 3.840 -1.752
C 0.919 5.059 -2.198
C 1.541 6.241 -1.834
C 2.628 6.223 -0.979
C 3.095 5.016 -0.489
C 2.496 3.830 -0.877
C -0.036 2.512 -3.366
C 0.460 3.140 -4.506
C -0.252 3.111 -5.690
C -1.474 2.460 -5.758
C -1.961 1.811 -4.636
C -1.244 1.822 -3.453
H -0.978 2.399 -1.188
H 0.048 5.088 -2.836
H 1.165 7.180 -2.208
H 3.109 7.147 -0.688
H 3.929 4.996 0.199
H 2.883 2.881 -0.528
H 1.414 3.640 -4.462
H 0.146 3.600 -6.568
H -2.031 2.442 -6.682
H -2.907 1.287 -4.683
H -1.615 1.236 -2.621
C -5.410 -0.271 -0.603
C -4.551 -0.606 0.615
C -5.155 0.025 1.868
C -3.112 -0.121 0.406
H -6.397 -0.721 -0.512
H -4.943 -0.647 -1.507
H -5.527 0.807 -0.696
H -4.543 -1.694 0.735
H -5.126 1.114 1.814
H -4.616 -0.291 2.758
H -6.191 -0.284 1.983
H -2.656 0.172 1.357
H -3.119 0.750 -0.256
Te 0.505 2.594 1.777
C 0.158 3.288 3.792
C 1.099 4.108 4.397
C 0.827 4.717 5.608
C -0.393 4.509 6.230
C -1.328 3.672 5.645
C -1.051 3.061 4.435
C -0.868 4.088 1.066
C -0.431 5.379 0.814
C -1.297 6.321 0.283
C -2.600 5.971 -0.030
C -3.042 4.680 0.211
C -2.181 3.749 0.769
H 2.047 4.274 3.902
H 1.558 5.374 6.056
H -0.618 5.006 7.161
H -2.281 3.507 6.126
H -1.785 2.408 3.977
H 0.592 5.654 1.033
H -0.950 7.329 0.103
H -3.273 6.703 -0.452
H -4.057 4.399 -0.037
H -2.537 2.747 0.983
*
```

---

These records have maximum force values of 0.030, 0.100, 0.070 hartree/bohr, in the order they appear.
These records have calculated total energy values of -5722.6100, -1108.1832, -2958.0981 Eh, in the order they appear.